{
  "formula": "C4H35N3O11",
  "method": "ωB97M-V/def2-TZVPD",
  "lumo_ev": 0.124,
  "smiles": "NCCNCCN.O.O.O.O.O.O.O.O.O.O.O",
  "e_above_lowest_ev": 3.934,
  "energy_ev": -31705.1415,
  "orbital_gap_ha": 0.3018,
  "elements": ["N", "C", "C", "N", "C", "C", "N", "H", "H", "H", "H", "H", "H", "H", "H", "H", "H", "H", "H", "H", "O", "H", "H", "O", "H", "H", "O", "H", "H", "O", "H", "H", "O", "H", "H", "O", "H", "H", "O", "H", "H", "O", "H", "H", "O", "H", "H", "O", "H", "H", "O", "H", "H"],
  "xyz": [[-1.922, 1.061, 3.169], [-1.403, 1.910, 2.104], [-1.326, 1.164, 0.788], [-0.241, 1.630, 0.028], [0.965, 0.643, 0.118], [2.111, 1.193, -0.736], [3.492, 1.252, -0.327], [-1.405, 0.269, 3.450], [-2.935, 0.973, 3.143], [-0.348, 2.176, 2.168], [-1.961, 2.787, 2.231], [-1.323, 0.094, 0.996], [-2.161, 1.324, -0.022], [0.146, 2.623, 0.235], [0.601, -0.353, -0.056], [1.283, 0.453, 1.139], [1.807, 2.183, -1.014], [2.100, 0.762, -1.730], [3.583, 1.375, 0.699], [3.965, 0.460, -0.699], [-0.383, -4.219, 1.559], [-1.262, -3.687, 1.500], [-0.161, -3.848, 2.404], [-1.724, -0.035, -3.982], [-0.953, 0.403, -3.676], [-2.388, 0.699, -4.125], [0.091, -1.197, 4.251], [-0.257, -2.158, 4.208], [0.624, -1.112, 3.506], [1.609, -3.549, -0.404], [0.670, -3.620, -0.662], [1.827, -4.439, -0.142], [-2.289, -2.323, 0.345], [-2.117, -2.603, -0.492], [-2.221, -1.432, 0.390], [0.595, -2.318, -3.853], [1.012, -1.644, -3.466], [-0.279, -2.257, -4.072], [3.053, -1.398, -2.294], [3.505, -2.040, -2.769], [2.575, -1.948, -1.530], [-2.679, 2.217, -2.447], [-3.473, 1.667, -2.428], [-2.164, 1.944, -1.690], [2.565, 1.795, 2.689], [3.514, 2.114, 2.479], [2.206, 2.566, 2.734], [0.731, 4.035, 1.451], [-0.074, 4.520, 1.100], [1.437, 4.348, 0.977], [-2.655, -1.707, -2.150], [-2.350, -1.129, -2.949], [-3.612, -1.627, -2.145]],
  "forces_ev_per_angstrom": [[-0.7, 1.6, 0.2], [0.4, -2.6, 0.8], [-3.0, 1.5, -2.1], [4.9, -0.3, -1.6], [-0.8, 1.5, 0.6], [-0.7, 0.2, -1.1], [-0.3, 0.5, 1.4], [0.4, -0.9, 0.2], [0.6, -0.3, 0.1], [-0.1, 0.0, 1.3], [-0.9, 1.6, -0.8], [0.5, 0.1, 0.0], [0.0, -0.5, 2.3], [-1.2, -2.7, 0.0], [-0.3, -0.5, -1.3], [0.3, 0.9, 0.6], [-0.3, 1.0, 0.3], [0.0, -0.6, -0.1], [0.0, -0.6, -1.3], [0.6, -0.7, 0.3], [-2.8, 1.4, 0.0], [1.6, -1.3, -0.9], [1.1, -0.1, 0.8], [-2.1, 0.4, -1.2], [1.1, 0.7, 0.6], [1.3, -1.0, 0.3], [-2.5, -2.7, 1.9], [0.9, 2.5, 0.2], [1.6, 0.3, -2.1], [-0.5, 0.6, -0.7], [0.6, 0.2, 0.3], [0.2, -0.4, 0.2], [-1.0, -3.5, 4.6], [0.6, -0.7, -4.0], [0.3, 4.1, -0.2], [1.4, -5.5, -1.7], [2.0, 4.4, 2.3], [-3.2, 1.0, -0.5], [-2.9, 0.3, 3.8], [1.3, -1.9, -1.4], [1.5, 1.4, -2.3], [-0.6, 0.1, -0.6], [0.1, 0.2, 0.2], [0.5, -0.2, 0.4], [6.5, -6.2, -1.0], [-1.9, -1.3, 0.7], [-4.6, 7.6, 0.7], [-4.0, -0.1, 1.2], [1.5, -0.7, 0.8], [2.8, 1.4, -2.0], [0.4, 1.1, -1.8], [-0.4, -1.1, 1.7], [-0.1, -0.1, 0.1]]
}